No. 1
This record from OMol25 describes C16H17BrCl3GeIN2O2SiTi as an isolated structure. The level of theory is wB97M-V/def2-TZVPD.

Last column: Mulliken charge in e.
Atoms and positions in Å:
Ti: 1.322 -1.019 -0.956  0.34
C: 2.054 1.074 1.989  -1.14
Si: 1.398 -0.636 1.609  0.68
C: 2.470 -1.915 2.462  -1.13
C: -0.401 -0.759 2.130  0.65
C: -1.098 -1.969 2.064  -0.22
C: -2.444 -2.039 2.384  -0.80
C: -3.124 -0.894 2.787  -0.49
C: -2.449 0.314 2.873  -0.52
C: -1.102 0.378 2.541  -0.40
H: 2.042 1.241 3.070  0.41
H: 1.480 1.865 1.507  0.29
H: 3.085 1.150 1.646  0.34
H: 2.538 -1.668 3.525  0.39
H: 3.476 -1.905 2.038  0.31
H: 2.074 -2.924 2.363  0.31
H: -0.582 -2.864 1.732  0.25
H: -2.968 -2.984 2.319  0.41
H: -4.177 -0.946 3.030  0.39
H: -2.974 1.208 3.189  0.47
H: -0.591 1.333 2.604  0.31
I: 1.631 -3.588 -0.844  -0.29
Br: -3.321 4.869 0.112  -0.16
C: -3.207 3.011 -0.198  -0.06
C: -4.362 2.239 -0.208  -0.16
N: -4.355 0.926 -0.415  -0.62
C: -3.181 0.338 -0.616  -0.30
C: -1.979 1.036 -0.622  0.13
C: -1.984 2.408 -0.408  -0.33
C: -0.702 0.317 -0.777  1.16
O: 0.408 0.901 -0.683  -0.69
O: -0.698 -0.945 -0.977  -0.65
H: -5.329 2.702 -0.049  0.41
H: -3.183 -0.736 -0.755  0.53
H: -1.057 2.965 -0.395  0.61
C: 1.970 0.314 -5.592  -0.87
C: 1.604 -0.002 -4.224  0.30
N: 1.317 -0.251 -3.145  -0.03
H: 1.297 1.076 -5.980  0.31
H: 1.893 -0.582 -6.204  0.28
H: 2.996 0.678 -5.597  0.27
Cl: 3.511 -0.296 -0.878  -0.45
Ge: 4.845 -1.783 -2.783  0.52
Cl: 6.725 -1.717 -1.646  -0.36
Cl: 5.131 0.082 -4.020  -0.41

Forces on the atoms, in the same order (eV/Å):
Ti 0.117 -0.157 -0.169
C 0.017 -0.027 -0.025
Si -0.010 0.001 -0.024
C -0.031 0.050 -0.041
C 0.008 0.065 0.074
C 0.028 0.009 -0.035
C -0.012 0.018 0.021
C 0.011 -0.017 0.005
C -0.049 -0.007 -0.015
C 0.044 0.041 0.017
H -0.009 -0.008 0.008
H 0.003 -0.039 -0.014
H 0.030 0.031 0.023
H 0.017 0.004 0.003
H -0.004 0.000 0.009
H -0.038 -0.002 0.000
H -0.025 -0.016 0.000
H -0.001 -0.002 -0.003
H 0.000 -0.003 0.000
H 0.013 -0.008 -0.002
H -0.013 -0.031 0.002
I -0.093 0.077 0.022
Br -0.013 -0.001 0.002
C 0.086 0.012 0.001
C -0.062 -0.040 -0.041
N 0.015 0.045 -0.003
C 0.008 -0.066 0.045
C 0.023 0.026 -0.002
C -0.067 -0.014 0.017
C -0.268 0.145 0.050
O 0.011 0.015 0.041
O 0.116 -0.203 -0.098
H 0.014 0.023 0.020
H 0.013 0.016 -0.021
H 0.005 0.008 -0.002
C -0.075 0.062 -0.018
C -0.012 -0.011 -0.002
N 0.034 -0.014 0.136
H 0.001 0.004 0.002
H 0.028 -0.016 -0.001
H 0.017 -0.022 -0.017
Cl 0.167 0.023 0.008
Ge -0.053 0.058 -0.011
Cl -0.016 0.036 0.003
Cl 0.022 -0.066 0.036

Computed properties:
HOMO-LUMO gap (spin up / spin down)	7.670 / 7.670	eV
spin multiplicity	1
energy relative to the best compared isomer or geometry (same formula, charge and spin)	0.0	kcal per mole
molar mass	731.054	g/mol
net charge	0
E_HOMO (spin up / spin down)	-0.3135 / -0.3135	hartree

No. 2
This record from OMol25 describes one molecule with the formula C20H28N2O2 at a distorted geometry. The level of theory is wB97M-V/def2-TZVPD.

Last column: Mulliken charge in e.
Atoms and positions in Å:
C: -5.809 2.332 1.618  -0.83
H: -6.539 2.110 2.200  0.28
O: -5.170 1.173 1.154  -0.44
C: -4.176 1.007 0.331  0.58
C: -3.707 -0.404 -0.054  -0.95
C: -2.680 -0.442 -0.681  0.56
C: -2.124 0.673 -1.130  0.53
C: -2.557 2.086 -1.158  -1.02
C: -3.687 2.200 -0.302  -0.45
H: -3.988 3.111 -0.007  0.53
H: -2.141 3.147 -1.444  0.19
N: -1.084 0.492 -2.167  -0.28
C: -0.858 -1.149 -2.106  -0.68
C: -1.848 -1.385 -1.164  0.62
C: -2.062 -2.909 -0.908  -0.87
H: -3.183 -3.151 -0.539  0.24
H: -1.596 -3.728 -1.480  0.46
C: -1.381 -3.178 0.648  -1.09
N: 0.172 -2.727 0.400  -0.33
C: 0.549 -1.581 0.942  0.26
O: -0.080 -0.827 1.397  -0.43
C: 1.899 -1.328 0.521  -0.51
C: 2.454 0.134 0.648  -0.17
H: 2.400 0.274 1.838  0.20
H: 1.706 0.847 -0.095  -0.10
C: 3.915 0.369 -0.014  -0.18
C: 4.098 1.669 0.066  -0.44
C: 5.480 2.377 -0.564  -1.62
C: 6.481 1.433 0.301  -1.36
C: 6.354 -0.073 0.188  -0.53
C: 4.973 -0.281 0.664  -0.68
H: 4.781 -1.496 0.517  0.08
H: 4.980 -0.081 1.793  0.28
H: 7.088 -0.693 0.629  0.41
H: 6.318 -0.421 -0.924  0.26
H: 7.568 1.918 -0.222  0.23
H: 6.615 1.788 1.064  1.00
H: 5.454 1.968 -1.325  0.81
H: 5.587 3.337 -0.442  0.57
H: 3.180 2.516 -0.367  0.11
H: 4.139 2.093 1.273  0.24
H: 3.697 0.118 -0.820  1.04
H: 2.553 -2.157 0.955  0.32
H: 2.045 -1.818 -0.668  0.19
H: 0.491 -3.345 -0.249  0.31
H: -1.591 -2.505 1.304  0.63
H: -1.394 -4.267 0.942  0.31
H: 0.021 -1.633 -2.496  0.39
H: -0.332 1.094 -2.677  0.26
H: -4.340 -1.016 0.599  0.41
H: -6.208 2.925 0.611  0.27
H: -5.101 2.994 2.008  0.38

Forces on the atoms, in the same order (eV/Å):
C 3.871 2.519 -8.340
H -4.579 -1.679 3.757
O -2.375 -2.531 2.598
C 1.680 0.329 -3.374
C -13.945 5.211 10.464
C 8.803 -0.222 -5.373
C 4.909 9.909 -7.052
C -1.628 -1.098 3.085
C 2.616 -4.504 -0.979
H -1.430 3.003 0.931
H -0.093 -2.946 -0.141
N 1.919 -4.832 0.001
C -2.938 6.822 2.468
C 3.668 -9.280 -3.968
C -1.664 -0.042 5.891
H 2.149 0.409 -1.795
H -0.500 0.926 -0.418
C 4.604 -3.142 -7.065
N -7.015 -3.484 2.650
C 8.785 -8.541 -8.389
O -10.150 10.932 8.281
C 5.721 -1.522 -3.670
C -1.681 -0.563 -0.141
H 0.180 0.733 -2.785
H 1.883 -1.786 2.826
C -2.566 -1.273 12.056
C 0.014 16.418 2.115
C -1.998 -4.522 14.893
C 2.948 -2.084 -17.865
C -1.230 1.527 -3.642
C 0.963 -7.306 3.279
H 0.305 2.666 0.821
H -0.492 -0.226 -1.391
H 0.753 -0.215 0.905
H 0.451 0.860 1.507
H -2.172 -1.963 1.235
H 1.749 6.092 15.375
H 0.225 -5.557 -13.977
H 0.442 4.962 0.582
H 2.102 -2.989 1.026
H -0.244 -1.376 -3.066
H -2.387 -4.655 -13.412
H -0.365 1.471 0.200
H -0.614 1.920 2.883
H 2.302 -1.092 -1.793
H -2.453 3.751 4.270
H -0.126 1.362 -0.137
H -0.337 -0.140 -0.148
H -2.373 -1.066 2.084
H 0.774 -0.974 -0.850
H 0.505 -1.281 2.482
H 1.037 1.070 1.107

Computed properties:
HOMO-LUMO gap	7.589	eV
spin multiplicity	1
energy relative to the best compared isomer or geometry (same formula, charge and spin)	504.1	kcal per mole
molar mass	328.456	g/mol
net charge	0
SMILES	COc1ccc2[nH]cc(CCNC(=O)CCC3CCCCC3)c2c1
E_HOMO	-0.2537	hartree

No. 3
This record from OMol25 describes a 12-piece molecular cluster, H24O12 overall at a distorted geometry. The level of theory is wB97M-V/def2-TZVPD.

Last column: Mulliken charge in e.
Atoms and positions in Å:
O: 1.156 -0.806 1.665  -0.58
H: 1.651 -0.274 2.332  0.33
H: 1.701 -0.503 0.924  0.30
O: -0.129 -2.353 -1.284  -0.55
H: 0.133 -2.093 -0.392  0.24
H: 0.666 -2.884 -1.440  0.32
O: 2.011 -4.074 0.535  -0.61
H: 1.219 -3.575 0.772  0.27
H: 2.399 -3.872 1.403  0.34
O: -2.788 -3.073 1.260  -0.64
H: -2.125 -2.649 1.814  0.31
H: -2.291 -3.342 0.478  0.32
O: 2.416 0.468 3.725  -0.61
H: 3.299 0.828 3.807  0.29
H: 2.044 0.093 4.523  0.30
O: 1.898 -1.987 -3.033  -0.66
H: 1.543 -1.116 -3.244  0.33
H: 2.233 -1.898 -2.137  0.31
O: -0.219 2.025 -3.975  -0.62
H: -0.392 1.433 -4.713  0.30
H: -1.025 1.981 -3.455  0.30
O: 2.120 3.272 1.037  -0.67
H: 2.312 2.564 0.414  0.26
H: 1.129 3.264 0.987  0.44
O: -1.994 0.955 3.836  -0.63
H: -2.317 1.843 4.014  0.31
H: -1.363 1.075 3.117  0.31
O: -1.225 -0.229 -2.500  -0.49
H: -1.294 -1.205 -2.493  0.23
H: -2.199 -0.212 -2.445  0.29
O: -0.319 3.026 0.231  -0.69
H: -0.442 2.299 -0.392  0.32
H: -0.341 3.829 -0.304  0.35
O: -3.198 2.147 -1.907  -0.59
H: -3.940 2.629 -1.543  0.28
H: -2.330 2.416 -1.618  0.29

Forces on the atoms, in the same order (eV/Å):
O 0.933 0.677 -0.290
H -0.618 -0.473 0.497
H -0.434 -0.408 -0.463
O 0.805 -0.752 1.225
H -0.824 0.730 0.292
H -0.398 -0.340 -1.048
O -0.252 0.805 1.198
H -0.731 -0.142 -0.781
H 0.959 -0.572 -0.357
O 0.219 -0.031 -0.086
H -0.099 0.078 0.093
H -0.088 -0.004 -0.056
O -0.528 0.003 -0.862
H 0.023 -0.067 0.603
H 0.529 0.166 0.398
O 0.380 0.006 -0.262
H -0.140 -0.041 0.048
H 0.208 0.113 -0.057
O 0.171 0.400 -0.115
H 0.010 -0.068 0.068
H -0.084 -0.240 -0.068
O -0.580 -0.161 0.054
H 0.326 0.095 0.002
H 1.182 0.021 0.239
O 0.109 0.010 -0.063
H -0.051 0.032 0.045
H 0.007 -0.062 -0.011
O -1.950 -1.332 -0.113
H 1.750 0.123 0.156
H 0.016 1.563 0.026
O -0.995 0.043 -0.404
H 0.164 -0.120 0.096
H 0.020 -0.007 -0.023
O -0.206 -1.082 -1.014
H 0.506 0.431 0.403
H -0.340 0.607 0.628

Computed properties:
HOMO-LUMO gap	10.828	eV
spin multiplicity	1
energy relative to the best compared isomer or geometry (same formula, charge and spin)	72.2	kcal per mole
molar mass	216.180	g/mol
net charge	0
SMILES	O.O.O.O.O.O.O.O.O.O.O.O
E_HOMO	-0.4049	hartree

No. 4
This record from OMol25 describes C56H51BN7O2PdTe as an isolated structure at a distorted geometry. The level of theory is wB97M-V/def2-TZVPD.

Last column: Mulliken charge in e.
Atoms and positions in Å:
Pd: 0.536 -0.545 0.258  0.55
C: 5.666 -2.290 -0.363  -1.39
C: 4.530 -1.512 0.308  0.23
C: 4.649 -0.483 1.262  -1.23
C: 3.302 -0.018 1.504  -0.72
N: 2.492 -0.664 0.650  1.65
N: 3.215 -1.662 0.014  -0.16
B: 2.413 -2.885 -0.795  -0.02
N: 1.646 -2.227 -1.986  0.68
N: 0.490 -1.368 -1.681  0.16
C: 0.195 -0.741 -2.840  0.40
C: 1.117 -1.119 -3.833  -1.15
C: 1.970 -2.098 -3.282  0.53
C: 3.060 -2.897 -3.950  -1.36
C: -0.929 0.129 -3.123  0.38
C: -1.822 0.656 -2.167  1.59
C: -2.909 1.412 -2.573  -0.48
C: -3.073 1.693 -3.909  -0.83
C: -2.282 1.133 -4.883  -1.24
C: -1.192 0.412 -4.464  -0.75
N: 1.313 -3.286 0.268  0.33
N: 0.771 -2.378 1.208  -0.41
C: -0.348 -3.004 1.703  0.55
C: -0.654 -4.132 0.974  -0.51
C: 0.462 -4.345 0.145  0.09
C: 0.881 -5.624 -0.568  -1.47
C: -0.913 -2.526 2.954  0.89
C: -0.218 -1.566 3.714  -0.56
C: -0.715 -1.138 4.945  -0.55
C: -1.902 -1.693 5.422  -0.72
C: -2.533 -2.755 4.746  -0.83
C: -1.973 -3.200 3.545  -0.42
C: 2.889 0.811 2.641  0.96
C: 3.776 0.715 3.740  -1.42
C: 3.428 1.272 4.957  -0.73
C: 2.256 1.964 5.059  -0.73
C: 1.445 2.181 3.952  -0.73
C: 1.707 1.604 2.752  1.59
H: 6.514 -2.555 0.309  0.39
H: 5.226 -3.242 -0.725  0.26
H: 6.049 -1.749 -1.219  0.25
H: 5.516 -0.179 1.807  0.70
H: 3.043 -3.869 -1.163  -0.17
H: 1.045 -0.822 -4.879  0.53
H: 3.025 -2.681 -5.028  0.41
H: 4.080 -2.572 -3.626  0.22
H: 3.006 -4.001 -3.679  0.23
H: -1.553 0.480 -1.136  -0.38
H: -3.573 1.832 -1.804  0.36
H: -3.855 2.406 -4.166  0.47
H: -2.476 1.313 -5.899  0.52
H: -0.551 -0.034 -5.227  0.17
H: -1.574 -4.665 1.110  0.41
H: 0.042 -6.363 -0.440  0.39
H: 1.000 -5.468 -1.680  0.26
H: 1.831 -5.949 -0.141  0.26
H: 0.753 -1.187 3.380  0.41
H: -0.268 -0.320 5.496  0.49
H: -2.267 -1.471 6.429  0.40
H: -3.388 -3.204 5.211  0.49
H: -2.413 -4.082 3.091  0.53
H: 4.763 0.302 3.546  0.22
H: 3.988 0.990 5.811  0.43
H: 1.882 2.311 6.027  0.40
H: 0.473 2.613 4.089  0.46
H: 1.109 1.804 1.875  -0.41
C: -4.758 -5.393 0.445  -1.08
O: -4.696 -4.034 0.797  -0.39
C: -5.032 -3.065 -0.096  0.08
C: -5.460 -3.360 -1.357  -0.16
C: -5.598 -2.389 -2.342  -0.99
C: -5.450 -1.065 -2.030  -0.76
C: -5.097 -0.735 -0.688  -0.41
C: -4.792 -1.720 0.253  0.60
N: -4.014 -1.510 1.404  0.65
C: -3.997 -0.396 2.148  -0.81
C: -3.234 0.827 1.968  0.53
C: -3.812 2.039 2.414  -0.66
C: -3.167 3.245 2.250  -1.31
C: -2.028 3.281 1.425  -0.60
C: -1.395 2.112 1.057  0.60
C: -1.948 0.849 1.296  1.85
O: -1.458 -0.269 0.839  -1.05
H: -4.394 -5.942 1.334  0.23
H: -4.040 -5.673 -0.375  0.40
H: -5.783 -5.727 0.235  0.46
H: -5.649 -4.409 -1.626  0.38
H: -5.754 -2.689 -3.370  0.38
H: -5.556 -0.311 -2.743  0.57
H: -5.005 0.301 -0.387  0.48
H: -3.550 -2.365 1.737  -0.17
H: -4.691 -0.431 2.994  0.36
H: -4.863 2.036 2.761  0.46
H: -3.526 4.185 2.663  0.43
H: -1.613 4.249 1.140  0.57
H: -0.445 2.183 0.504  -0.42
Te: 2.281 2.129 -1.127  0.10
C: 1.793 3.446 -2.712  0.48
C: 2.398 3.325 -3.985  -0.47
C: 2.088 4.211 -4.978  -0.58
C: 1.064 5.144 -4.790  -0.42
C: 0.429 5.248 -3.568  -0.74
C: 0.860 4.450 -2.516  -0.25
C: 3.059 3.860 -0.115  0.31
C: 4.260 4.413 -0.492  -0.46
C: 4.723 5.569 0.084  -0.69
C: 3.926 6.245 1.026  -0.57
C: 2.664 5.739 1.368  -0.85
C: 2.270 4.531 0.839  0.26
H: 3.165 2.574 -4.124  0.45
H: 2.673 4.165 -5.903  0.38
H: 0.748 5.782 -5.616  0.38
H: -0.373 5.995 -3.438  0.39
H: 0.517 4.582 -1.485  0.28
H: 4.783 3.908 -1.306  0.40
H: 5.716 5.883 -0.149  0.45
H: 4.261 7.151 1.465  0.42
H: 2.022 6.262 2.049  0.48
H: 1.303 4.099 1.155  0.16

Forces on the atoms, in the same order (eV/Å):
Pd -0.725 1.097 0.492
C -1.059 -0.912 0.670
C 0.753 0.730 0.818
C -1.960 -0.624 -0.504
C 1.640 -1.075 -1.457
N 2.282 -0.716 0.059
N 0.154 0.112 -0.881
B -0.632 1.328 1.000
N -1.649 1.306 0.678
N 2.086 -1.185 -1.381
C 1.634 -0.862 0.080
C 0.241 -1.015 -0.234
C -0.614 0.923 0.169
C 0.626 -0.317 0.551
C -1.364 0.929 0.140
C 1.099 -0.554 -0.366
C 0.503 0.162 1.076
C -1.432 0.809 0.007
C 0.485 0.265 1.313
C 0.506 -1.055 -0.754
N -1.481 -0.185 0.330
N -0.293 -3.189 -0.101
C 1.107 1.127 -0.798
C 0.782 -0.095 -0.038
C 0.488 0.099 0.081
C -1.428 0.592 -0.959
C 0.586 0.021 0.856
C 0.000 0.380 0.096
C -0.808 -0.093 -0.545
C -0.230 -0.928 0.392
C 1.389 1.010 -0.037
C -1.238 0.176 0.373
C 0.085 0.708 0.464
C -0.536 0.649 -1.158
C 0.035 -0.677 -0.538
C -1.119 0.569 0.774
C -0.739 -0.242 0.888
C 2.025 -1.314 -1.083
H -0.786 0.448 -0.302
H 0.441 0.437 0.060
H 0.059 0.193 -0.135
H 0.379 0.047 -0.193
H -0.003 0.858 0.338
H 0.413 -0.291 0.507
H -0.111 -0.550 0.326
H -0.803 -0.092 -0.017
H -0.150 1.384 -0.668
H -0.561 -0.023 -0.015
H 0.275 -0.087 -0.502
H -0.058 -0.318 -0.198
H -0.094 0.204 -1.171
H -0.332 0.277 0.211
H 0.161 -0.728 -0.096
H 1.149 0.517 -0.005
H 0.004 -0.099 1.148
H -0.200 -0.275 -0.090
H -0.472 -0.036 -0.108
H 0.358 -0.205 0.001
H 0.058 0.355 -0.447
H -0.244 -0.398 -0.060
H 0.029 0.121 -0.249
H -0.445 -0.372 0.531
H 0.639 0.293 0.736
H 0.354 -0.038 -0.283
H -0.168 0.671 0.071
H -0.223 -0.225 0.028
C 0.770 -1.035 0.038
O 0.307 0.548 0.792
C 0.204 0.063 -0.157
C -0.363 -1.085 -0.953
C -0.011 -0.092 -0.400
C 0.331 -0.636 2.728
C -0.135 -0.220 -0.506
C 0.674 0.031 -1.157
N 0.697 -1.883 -0.571
C 0.921 3.276 0.711
C -1.749 -2.882 -0.232
C -0.517 1.479 0.822
C -0.998 -0.389 -0.048
C 1.044 -0.795 0.409
C 1.023 1.497 -0.582
C -0.278 -2.447 -1.308
O -1.041 2.007 1.068
H -0.342 0.318 -0.338
H -0.843 0.482 0.395
H 0.298 0.131 -0.149
H 0.220 0.560 0.115
H -0.277 -0.044 0.079
H -0.196 1.092 -0.963
H 0.240 0.060 -0.147
H -0.675 0.522 0.290
H 0.025 0.558 0.172
H 0.872 -0.151 0.311
H -0.383 -0.315 -0.260
H 0.030 -0.291 0.062
H -0.569 -0.157 0.001
Te 0.435 0.760 -0.108
C 0.048 -0.177 -1.191
C 0.119 -0.450 1.595
C -0.059 0.404 -0.801
C 0.033 -0.025 -0.643
C -0.209 0.590 0.186
C -0.207 -0.276 0.819
C -1.241 -0.065 0.891
C 0.085 -1.026 -1.022
C -0.679 0.503 1.146
C -0.254 -0.983 -0.765
C 1.126 0.117 -0.306
C -0.729 -1.050 -0.359
H 0.006 -0.037 -0.113
H -0.494 0.092 0.219
H 0.186 -0.121 0.228
H 0.547 -0.484 0.057
H -0.344 0.125 -0.464
H 0.286 0.255 0.374
H 0.410 0.520 -0.186
H 0.324 0.657 0.301
H -0.125 0.189 0.282
H 0.586 0.255 -0.253

Computed properties:
HOMO-LUMO gap (spin up / spin down)	5.627 / 5.672	eV
spin multiplicity	3
energy relative to the best compared isomer or geometry (same formula, charge and spin)	59.8	kcal per mole
molar mass	1098.903	g/mol
net charge	+1
<S²>	2.01
E_HOMO (spin up / spin down)	-0.3657 / -0.3682	hartree